Here is an isolated molecule of C23H32N4O from the OMol25 dataset. Energies are from ωB97M-V/def2-TZVPD.

The total charge is 0. As for the structure (SMILES): O=C(Nc1ccnn1C1CCN(CCCC2CCCC2)CC1)c1ccccc1. The calculation puts the HOMO-LUMO gap at 0.3270 hartree. For the LUMO energy, the calculation gives 0.57 eV. The value obtained for the energy relative to the best compared isomer or geometry (same formula, charge and spin) is 31.9 kcal per mole.

Atoms and positions in Å:
O1 -5.68 -1.86 0.23
C1 -4.49 -1.63 0.10
N1 -3.95 -0.38 0.15
C2 -4.65 0.80 0.35
C3 -5.99 1.01 0.62
C4 -6.10 2.41 0.73
N2 -4.94 2.99 0.54
N3 -4.05 2.02 0.31
C5 -2.68 2.39 0.02
C6 -2.25 1.97 -1.39
C7 -0.80 2.36 -1.63
N4 0.05 1.73 -0.63
C8 1.47 1.83 -0.95
C9 2.27 0.73 -0.25
C10 3.72 0.70 -0.75
C11 4.54 -0.38 -0.06
C12 4.80 -0.12 1.43
C13 6.27 -0.47 1.70
C14 6.74 -1.21 0.44
C15 5.95 -0.53 -0.67
C16 -0.27 2.26 0.68
C17 -1.69 1.86 1.07
C18 -3.48 -2.72 -0.09
C19 -2.26 -2.54 -0.74
C20 -1.39 -3.61 -0.87
C21 -1.72 -4.85 -0.37
C22 -2.94 -5.04 0.27
C23 -3.82 -3.98 0.40
H1 -2.94 -0.30 0.08
H2 -6.75 0.27 0.72
H3 -6.97 2.99 0.93
H4 -2.68 3.48 0.08
H5 -2.35 0.89 -1.52
H6 -2.90 2.46 -2.12
H7 -0.49 2.02 -2.62
H8 -0.70 3.46 -1.60
H9 1.87 2.82 -0.69
H10 1.58 1.70 -2.02
H11 1.79 -0.23 -0.45
H12 2.27 0.89 0.83
H13 4.18 1.68 -0.57
H14 3.72 0.52 -1.82
H15 4.02 -1.34 -0.18
H16 4.14 -0.73 2.05
H17 4.61 0.92 1.68
H18 6.86 0.44 1.82
H19 6.40 -1.07 2.59
H20 7.82 -1.14 0.29
H21 6.47 -2.26 0.50
H22 5.94 -1.10 -1.60
H23 6.36 0.46 -0.87
H24 0.43 1.85 1.41
H25 -0.18 3.36 0.70
H26 -1.73 0.77 1.14
H27 -1.94 2.27 2.05
H28 -1.99 -1.59 -1.17
H29 -0.45 -3.46 -1.38
H30 -1.04 -5.68 -0.48
H31 -3.21 -6.01 0.65
H32 -4.78 -4.11 0.88


Here is a structure of composition C23H32N4O3Ru from the OMol25 dataset. Energies are from ωB97M-V/def2-TZVPD.

The total charge is +2. The calculation puts the HOMO-LUMO gap (spin up / spin down) at 0.3096 / 0.2422 hartree. For the LUMO energy (spin up / spin down), the calculation gives -5.15 / -7.85 eV. Its spin multiplicity is 5. The value obtained for the energy relative to the best compared isomer or geometry (same formula, charge and spin) is 0.0 kcal per mole. Its expectation value of S² is 6.06.

Atoms and positions in Å:
Ru1 0.30 -0.81 -0.91
C1 2.48 -0.75 -3.14
N1 2.29 -0.25 -1.75
C2 3.37 -0.80 -0.89
C3 2.37 1.23 -1.80
C4 3.54 1.86 -2.14
C5 3.57 3.25 -2.28
C6 2.42 4.00 -2.10
C7 1.24 3.39 -1.74
C8 1.20 1.99 -1.55
N2 0.10 1.28 -1.19
C9 -1.03 1.72 -0.54
C10 -1.15 2.90 0.20
C11 -2.32 3.16 0.89
C12 -3.38 2.26 0.84
C13 -3.27 1.07 0.13
C14 -2.10 0.79 -0.55
N3 -1.89 -0.44 -1.32
C15 -2.13 -0.17 -2.77
C16 -2.77 -1.55 -0.90
H1 3.42 -0.39 -3.55
H2 1.66 -0.42 -3.77
H3 2.49 -1.84 -3.13
H4 4.35 -0.62 -1.34
H5 3.23 -1.88 -0.82
H6 3.32 -0.36 0.10
H7 4.44 1.30 -2.32
H8 4.50 3.73 -2.56
H9 2.44 5.07 -2.26
H10 0.33 3.97 -1.65
H11 -0.31 3.57 0.29
H12 -2.41 4.07 1.47
H13 -4.30 2.48 1.37
H14 -4.10 0.38 0.11
H15 -3.18 0.11 -2.91
H16 -1.90 -1.07 -3.33
H17 -1.49 0.64 -3.10
H18 -3.82 -1.33 -1.13
H19 -2.65 -1.74 0.16
H20 -2.48 -2.43 -1.47
O1 1.13 -0.29 1.18
C17 0.37 -1.07 1.80
O2 -0.42 -1.87 1.24
C18 0.41 -1.01 3.32
N4 -0.51 -2.11 3.85
C19 -1.54 -1.46 4.75
C20 -1.64 -0.06 4.19
C21 -0.18 0.29 3.89
H21 1.42 -1.20 3.67
H22 0.00 -2.85 4.31
H23 -0.95 -2.51 3.00
H24 -1.13 -1.47 5.76
H25 -2.45 -2.06 4.73
H26 -2.10 0.62 4.90
H27 -2.25 -0.05 3.28
H28 0.34 0.57 4.80
H29 -0.07 1.10 3.17
C22 0.66 -3.97 -1.09
C23 0.34 -2.63 -1.69
O3 0.02 -2.43 -2.84
H30 -0.29 -4.49 -0.93
H31 1.16 -3.86 -0.13
H32 1.25 -4.54 -1.80


Here is a cluster of 4 separate species, C23H33BF4N2O10S in total in a non-equilibrium geometry from the OMol25 dataset. Energies are from ωB97M-V/def2-TZVPD.

The total charge is 0. As for the structure (SMILES): COB(O)c1nc2c(O)c(COO)cc(F)c2nc1S(=O)(=O)C(F)(F)F.C1CCOC1.C1CCOC1.C1CCOC1. The calculation puts the HOMO-LUMO gap at 0.2683 hartree. For the LUMO energy, the calculation gives -1.78 eV.

Atoms and positions in Å:
C1 2.62 -3.27 -0.81
O1 3.03 -2.50 -1.96
B1 2.95 -1.10 -1.74
O2 3.92 -0.32 -2.36
C2 1.74 -0.49 -0.84
N1 0.49 -0.93 -1.15
C3 -0.42 -0.27 -0.30
C4 -1.91 -0.60 -0.51
O3 -2.25 -1.52 -1.51
C5 -2.98 0.01 0.25
C6 -4.46 -0.36 -0.07
O4 -5.19 -0.82 1.09
O5 -6.40 -1.27 0.59
C7 -2.63 1.00 1.33
C8 -1.24 1.31 1.55
F1 -0.91 2.23 2.51
C9 -0.12 0.70 0.76
N2 1.17 1.09 1.03
C10 2.10 0.51 0.24
S1 3.84 1.09 0.56
O6 4.31 1.93 -0.54
O7 3.81 1.94 1.76
C11 4.99 -0.32 0.97
F2 5.90 0.19 1.87
F3 4.38 -1.36 1.62
F4 5.75 -0.74 -0.09
H1 1.51 -3.26 -0.63
H2 2.91 -4.35 -0.93
H3 3.16 -2.90 0.10
H4 4.71 -0.86 -2.56
H5 -2.34 -1.00 -2.33
H6 -4.52 -1.15 -0.87
H7 -4.99 0.55 -0.47
H8 -6.23 -2.15 0.18
H9 -3.40 1.52 1.95
C12 -0.09 3.01 -4.17
C13 -0.60 3.96 -3.11
C14 -2.00 3.45 -2.88
O8 -1.97 2.04 -3.13
C15 -0.74 1.70 -3.76
H10 1.00 2.94 -4.22
H11 -0.45 3.31 -5.16
H12 0.00 3.85 -2.20
H13 -0.57 5.01 -3.41
H14 -2.72 3.90 -3.57
H15 -2.35 3.64 -1.86
H16 -0.15 1.16 -3.01
H17 -0.93 1.04 -4.60
C16 1.72 3.66 4.21
C17 2.03 2.81 5.42
C18 1.79 3.79 6.56
O9 0.78 4.70 6.12
C19 0.58 4.52 4.71
H18 1.46 3.09 3.32
H19 2.59 4.29 3.97
H20 1.32 1.98 5.48
H21 3.04 2.39 5.42
H22 2.70 4.37 6.78
H23 1.47 3.29 7.48
H24 -0.39 4.02 4.57
H25 0.54 5.50 4.22
C20 -1.65 -5.82 -2.65
C21 -2.56 -4.88 -1.89
C22 -2.12 -5.11 -0.46
O10 -0.72 -5.45 -0.50
C23 -0.36 -5.71 -1.86
H26 -1.53 -5.56 -3.71
H27 -2.04 -6.84 -2.60
H28 -2.36 -3.85 -2.18
H29 -3.62 -5.08 -2.04
H30 -2.65 -5.95 0.00
H31 -2.26 -4.23 0.17
H32 0.25 -4.87 -2.22
H33 0.24 -6.62 -1.91